Run i
The following is a DFT calculation (ωB97M-V with the def2-TZVPD basis set) of the molecule C6H7N.

## Properties
SMILES: CC1=NC=C2C[C@H]21
E_HOMO in eV: -8.5
Spin multiplicity: 1
HOMO-LUMO gap in Eh: 0.321

```
14
C6H7N | OMol25 | ωB97M-V with the def2-TZVPD basis set
C 1.75 -0.55 -0.10
C 0.35 -0.66 -0.08
N -0.28 -1.80 0.14
C -1.65 -1.49 -0.01
C -1.87 -0.21 -0.43
C -1.66 1.02 0.39
C -0.48 0.45 -0.47
H 2.29 -1.30 0.55
H 1.99 0.51 -0.14
H 2.12 -0.95 -1.03
H -2.32 -2.12 0.41
H -1.71 1.01 1.43
H -2.11 2.01 -0.05
H -0.16 1.25 -1.20
```

***

Run ii
The following is a DFT calculation (ωB97M-V with the def2-TZVPD basis set) of the molecule C6H7N.

## Properties
SMILES: Cc1ccccn1
E_HOMO in eV: -8.8
Spin multiplicity: 1
HOMO-LUMO gap in Eh: 0.348

```
14
C6H7N | OMol25 | ωB97M-V with the def2-TZVPD basis set
C 2.29 -0.27 0.15
C 0.67 -0.06 -0.11
C 0.03 1.23 -0.23
C -1.33 1.07 -0.05
C -1.96 -0.23 0.31
C -1.17 -1.28 -0.01
N 0.08 -1.27 -0.38
H 2.34 -1.27 0.21
H 2.60 0.46 -0.55
H 2.64 0.29 1.13
H 0.82 1.94 -0.23
H -2.05 1.89 -0.19
H -3.01 -0.37 0.18
H -1.96 -2.12 -0.21
```

***

According to the calculations, the structures order from most to least stable as run ii, run i.

***

Run i
The following is a DFT calculation (ωB97M-V with the def2-TZVPD basis set) of a cluster of 2 separate species, C6H7N in total.

## Properties
SMILES: N#CC1C=CC=C1.[H][H]
E_HOMO in eV: -9.3
Spin multiplicity: 1
HOMO-LUMO gap in Eh: 0.366

```
14
C6H7N | OMol25 | ωB97M-V with the def2-TZVPD basis set
N -0.18 3.14 -0.17
C -0.08 2.07 0.24
C 0.07 0.73 0.83
C 1.40 0.05 0.55
C 1.16 -1.18 0.08
C -0.29 -1.40 -0.02
C -0.94 -0.31 0.39
H -0.03 0.84 1.92
H 2.35 0.49 0.83
H 1.91 -1.93 -0.15
H -0.73 -2.33 -0.37
H -2.01 -0.15 0.46
H -0.95 0.08 -2.30
H -1.67 -0.11 -2.28
```

***

Run ii
The following is a DFT calculation (ωB97M-V with the def2-TZVPD basis set) of a cluster of 2 separate species, C6H7N in total.

## Properties
E_HOMO (alpha / beta) in eV: -8.0 / -8.4
Spin multiplicity: 1
HOMO-LUMO gap (alpha / beta) in Eh: 0.256 / 0.282

```
14
C6H7N | OMol25 | ωB97M-V with the def2-TZVPD basis set
C 0.94 -0.87 0.76
C -0.99 0.91 -0.63
C 0.30 -1.48 1.68
C 1.76 -1.02 -0.61
C -2.08 1.92 -0.99
C 1.29 0.26 0.02
N -2.16 0.55 -0.35
H -0.55 -1.01 2.29
H 0.41 -2.52 2.01
H 2.83 -1.00 -0.68
H 1.14 -1.33 -1.42
H -2.53 2.67 -0.39
H -2.30 1.85 -2.01
H 1.95 1.07 0.32
```

***

According to the calculations, the structures order from most to least stable as run i, run ii.

***

Run i
The following is a DFT calculation (ωB97M-V with the def2-TZVPD basis set) of a cluster of 2 separate species, C4H13NO3 in total.

## Properties
SMILES: C[C@H](CO)NCO.O
E_HOMO in eV: -9.3
Spin multiplicity: 1
HOMO-LUMO gap in Eh: 0.362

```
21
C4H13NO3 | OMol25 | ωB97M-V with the def2-TZVPD basis set
C -1.24 0.85 0.61
C -0.95 -0.58 0.12
C -0.98 -1.55 1.29
O -2.33 -1.93 1.61
N 0.30 -0.70 -0.64
C 0.28 -0.06 -1.95
O 1.29 0.92 -2.08
H -0.88 1.47 -0.20
H -2.27 1.17 0.78
H -0.64 1.22 1.44
H -1.69 -0.81 -0.64
H -0.56 -1.16 2.21
H -0.47 -2.46 1.01
H -2.90 -1.17 1.48
H 1.10 -0.34 -0.15
H 0.52 -0.81 -2.71
H -0.73 0.35 -2.12
H 0.94 1.79 -1.86
O 3.96 1.52 0.77
H 3.06 1.28 0.99
H 4.19 0.95 0.04
```

***

Run ii
The following is a DFT calculation (ωB97M-V with the def2-TZVPD basis set) of a cluster of 3 separate species, C4H13NO3 in total.

## Properties
SMILES: CCNC(C)=O.O.O
E_HOMO in eV: -10.1
Spin multiplicity: 1
HOMO-LUMO gap in Eh: 0.396

```
21
C4H13NO3 | OMol25 | ωB97M-V with the def2-TZVPD basis set
C 2.05 -0.13 1.93
C 2.01 -0.57 0.49
N 0.76 -0.15 -0.17
C 0.34 1.09 -0.52
C 1.35 2.20 -0.42
O -0.75 1.23 -1.07
H 3.00 -0.46 2.38
H 1.31 -0.61 2.57
H 1.99 0.95 2.03
H 2.81 -0.38 -0.22
H 2.00 -1.64 0.37
H 0.06 -0.87 -0.32
H 1.28 2.71 -1.38
H 1.02 2.94 0.31
H 2.36 1.87 -0.22
O -2.22 -2.76 0.42
H -2.59 -2.00 -0.06
H -1.40 -2.43 0.79
O -2.85 -0.44 -0.95
H -3.67 0.00 -0.67
H -2.27 0.33 -1.13
```

***

According to the calculations, the structures order from most to least stable as run ii, run i.

***

Run i
The following is a DFT calculation (ωB97M-V with the def2-TZVPD basis set) of a cluster of 2 separate species, C4H13NO3 in total.

## Properties
SMILES: C[C@H](O)[C@@H](N)CO.O
E_HOMO in eV: -9.4
Spin multiplicity: 1
HOMO-LUMO gap in Eh: 0.370

```
21
C4H13NO3 | OMol25 | ωB97M-V with the def2-TZVPD basis set
C -1.14 0.79 -1.81
C -0.14 1.18 -0.67
O 1.06 1.90 -1.17
C 0.43 -0.10 0.07
N 1.07 -1.16 -0.78
C 1.45 0.14 1.14
O 1.75 -0.97 2.00
H -2.13 1.38 -1.82
H -1.57 -0.21 -1.71
H -0.81 0.78 -2.80
H -0.73 1.79 -0.02
H 0.70 2.81 -1.37
H -0.47 -0.64 0.71
H 1.39 -0.73 -1.69
H 0.29 -1.92 -0.81
H 2.43 0.48 0.79
H 1.22 0.98 1.86
H 2.02 -1.78 1.44
O -2.34 -1.34 1.97
H -2.20 -1.12 2.82
H -2.28 -2.24 1.83
```

***

Run ii
The following is a DFT calculation (ωB97M-V with the def2-TZVPD basis set) of a cluster of 2 separate species, C4H13NO3 in total.

## Properties
SMILES: C[C@H](CO)NCO.O
E_HOMO in eV: -8.9
Spin multiplicity: 1
HOMO-LUMO gap in Eh: 0.352

```
21
C4H13NO3 | OMol25 | ωB97M-V with the def2-TZVPD basis set
C -0.76 1.89 -0.25
C -0.29 0.81 0.67
C 1.06 1.06 1.40
O 0.91 0.84 2.78
N -0.32 -0.59 0.25
C -1.38 -1.01 -0.68
O -1.02 -1.18 -2.03
H -1.67 1.57 -0.82
H -1.16 2.76 0.26
H -0.18 2.22 -1.12
H -0.96 0.87 1.55
H 1.36 2.11 1.30
H 1.95 0.56 0.94
H 0.89 -0.10 2.99
H 0.61 -0.88 -0.03
H -1.76 -1.97 -0.33
H -2.16 -0.28 -0.64
H -0.96 -0.33 -2.48
O 1.64 -1.59 -1.59
H 0.97 -1.53 -2.29
H 1.49 -2.41 -1.13
```

***

According to the calculations, the structures order from most to least stable as run ii, run i.

***

Run i
The following is a DFT calculation (ωB97M-V with the def2-TZVPD basis set) of a cluster of 2 separate species, C4H13NO3 in total.

## Properties
SMILES: N[C@@H](CO)CCO.O
E_HOMO in eV: -9.8
Spin multiplicity: 1
HOMO-LUMO gap in Eh: 0.381

```
21
C4H13NO3 | OMol25 | ωB97M-V with the def2-TZVPD basis set
N 1.83 -0.70 0.28
C 0.46 -1.30 -0.06
C 0.39 -2.89 0.02
O 1.55 -3.71 -0.63
C -0.51 -0.72 0.99
C -1.27 0.51 0.43
O -0.58 1.69 0.39
H 2.43 -0.90 -0.45
H 2.15 -1.11 1.06
H 0.18 -0.85 -1.09
H -0.48 -3.41 -0.46
H 0.44 -2.96 1.05
H 1.12 -3.59 -1.61
H 0.00 -0.71 1.96
H -1.26 -1.37 1.35
H -2.16 0.92 1.12
H -1.60 0.29 -0.55
H 0.27 1.59 -0.11
O -1.24 6.65 -1.02
H -0.92 5.82 -0.81
H -0.81 6.76 -1.86
```

***

Run ii
The following is a DFT calculation (ωB97M-V with the def2-TZVPD basis set) of a cluster of 3 separate species, C4H13NO3 in total.

## Properties
SMILES: C[C@@H](N)CC=O.O.O
E_HOMO in eV: -9.7
Spin multiplicity: 1
HOMO-LUMO gap in Eh: 0.378

```
21
C4H13NO3 | OMol25 | ωB97M-V with the def2-TZVPD basis set
C 1.69 -1.32 -1.17
C 0.58 -0.70 -0.35
N -0.77 -0.72 -0.89
C 0.47 -1.40 1.07
C 0.58 -0.44 2.22
O 1.45 -0.43 3.04
H 1.44 -2.34 -1.47
H 2.65 -1.37 -0.65
H 1.84 -0.68 -2.06
H 0.81 0.36 -0.18
H -0.97 -0.43 -1.84
H -1.32 -1.55 -0.74
H 1.29 -2.14 1.13
H -0.50 -1.90 1.22
H -0.28 0.26 2.26
O -0.15 3.38 -0.50
H -0.51 4.06 0.06
H -0.95 2.86 -0.71
O -2.33 1.87 -0.14
H -1.81 1.07 -0.01
H -3.22 1.56 -0.29
```

***

According to the calculations, the structures order from most to least stable as run ii, run i.

***

Run i
The following is a DFT calculation (ωB97M-V with the def2-TZVPD basis set) of a cluster of 4 separate species, C4H14O3 in total.

## Properties
SMILES: C=C(C)C.O.O.O
E_HOMO in eV: -9.3
Spin multiplicity: 1
HOMO-LUMO gap in Eh: 0.350

```
21
C4H14O3 | OMol25 | ωB97M-V with the def2-TZVPD basis set
C 2.72 0.29 -2.29
C 1.99 0.23 -1.19
C 2.27 -0.78 -0.08
C 0.76 1.09 -1.03
H 2.49 1.06 -3.05
H 3.52 -0.36 -2.59
H 2.17 -1.80 -0.45
H 1.68 -0.58 0.80
H 3.30 -0.68 0.22
H 0.34 1.06 -0.03
H 0.07 0.65 -1.76
H 0.93 2.15 -1.24
O -2.02 0.74 2.98
H -2.78 0.21 2.69
H -1.39 0.82 2.26
O -1.65 -3.03 2.01
H -2.24 -2.28 2.09
H -1.52 -3.13 1.06
O -2.43 1.57 -1.24
H -1.80 1.98 -0.63
H -3.08 2.26 -1.38
```

***

Run ii
The following is a DFT calculation (ωB97M-V with the def2-TZVPD basis set) of a cluster of 4 separate species, C4H14O3 in total.

## Properties
SMILES: C/C=C/C.O.O.O
E_HOMO in eV: -9.6
Spin multiplicity: 1
HOMO-LUMO gap in Eh: 0.377

```
21
C4H14O3 | OMol25 | ωB97M-V with the def2-TZVPD basis set
C 0.21 2.69 0.75
C 0.93 1.46 1.22
C 0.33 0.41 1.78
C 1.11 -0.75 2.32
H -0.02 3.36 1.57
H -0.69 2.42 0.19
H 0.78 3.25 0.00
H 2.02 1.45 1.12
H -0.74 0.51 1.90
H 1.67 -1.20 1.50
H 1.84 -0.43 3.07
H 0.47 -1.50 2.77
O -1.33 0.74 -2.59
H -0.85 0.91 -1.76
H -1.68 1.60 -2.84
O -0.58 -3.81 -3.42
H -0.25 -3.05 -2.93
H -0.08 -4.52 -2.99
O -0.80 -1.46 -0.66
H -1.57 -1.14 -1.14
H -0.77 -0.95 0.16
```

***

According to the calculations, the structures order from most to least stable as run ii, run i.